--- 1 ---
One molecule with the formula C5H9NO2. Source: the Open Molecules 2025 dataset; level of theory: ωB97M-V/def2-TZVPD.

Values from the calculation:
HOMO energy, hartree: -0.3419
Total charge: 0
Orbital gap, Eh: 0.3765
SMILES string: C=NO[C@H]1CC[C@H]1O

Last column: natural (NBO) charge in e.
Atoms and positions in Å:
C1 -2.538 0.563 -0.345  -0.15
N1 -1.255 0.225 -0.254  -0.16
O1 -0.533 1.260 -0.581  -0.35
C2 0.773 0.667 -0.282  0.07
C3 0.983 0.714 1.293  -0.41
C4 1.047 -0.825 1.367  -0.46
C5 1.120 -0.819 -0.116  0.08
O2 0.523 -1.740 -1.102  -0.73
H1 -2.861 1.405 -0.839  0.17
H2 -3.339 -0.125 -0.018  0.18
H3 1.381 1.284 -1.071  0.20
H4 1.947 1.249 1.520  0.21
H5 0.183 1.167 1.831  0.22
H6 1.678 -1.273 2.124  0.23
H7 -0.009 -0.951 1.763  0.22
H8 2.164 -0.773 -0.384  0.20
H9 -0.579 -1.514 -1.191  0.49


--- 2 ---
A 2-piece molecular cluster, C5H9NO2 overall. Source: the Open Molecules 2025 dataset; level of theory: ωB97M-V/def2-TZVPD.

Values from the calculation:
HOMO energy, hartree: -0.3484
Total charge: 0
Orbital gap, Eh: 0.3760
SMILES string: CN=C(O)O.C#CC

Last column: natural (NBO) charge in e.
Atoms and positions in Å:
C1 -1.798 -1.664 -0.179  -0.45
N1 -1.800 -0.327 0.361  -0.59
C2 -1.239 0.622 -0.243  0.81
O1 -0.593 0.607 -1.425  -0.68
O2 -1.245 1.851 0.280  -0.67
H1 -0.782 -2.030 -0.364  0.18
H2 -2.370 -1.727 -1.110  0.19
H3 -2.271 -2.306 0.560  0.21
H4 -0.536 -0.296 -1.759  0.50
H5 -1.708 1.814 1.127  0.51
C3 1.547 -0.952 1.109  -0.29
C4 1.906 0.071 0.602  0.03
C5 2.332 1.306 -0.014  -0.70
H6 1.232 -1.841 1.569  0.23
H7 2.774 1.961 0.737  0.24
H8 1.477 1.809 -0.464  0.25
H9 3.073 1.102 -0.787  0.24


Last place for stability: 1


--- 1 ---
One molecule with the formula C5H9NO2. Source: the Open Molecules 2025 dataset; level of theory: ωB97M-V/def2-TZVPD.

Values from the calculation:
HOMO energy, hartree: -0.3676
Total charge: 0
Orbital gap, Eh: 0.3990
SMILES string: CC[C@@H](C=O)NC=O

Last column: natural (NBO) charge in e.
Atoms and positions in Å:
C1 -1.418 0.268 1.466  -0.63
C2 0.016 -0.273 1.106  -0.42
C3 0.302 -0.592 -0.417  -0.16
C4 -1.068 -0.902 -1.043  0.45
O1 -1.486 -0.205 -1.928  -0.54
N1 0.882 0.545 -1.076  -0.62
C5 2.211 0.800 -1.047  0.53
O2 2.923 0.171 -0.283  -0.62
H1 -2.090 0.322 0.610  0.21
H2 -1.962 -0.380 2.168  0.21
H3 -1.337 1.217 1.991  0.22
H4 0.704 0.568 1.190  0.23
H5 0.324 -0.977 1.883  0.23
H6 0.899 -1.468 -0.628  0.24
H7 -1.658 -1.698 -0.529  0.13
H8 0.272 0.992 -1.746  0.42
H9 2.486 1.612 -1.718  0.12


--- 2 ---
One molecule with the formula C5H9NO2. Source: the Open Molecules 2025 dataset; level of theory: ωB97M-V/def2-TZVPD.

Values from the calculation:
HOMO energy, hartree: -0.3255
Total charge: 0
Orbital gap, Eh: 0.3538
SMILES string: C=C(O)C(=C)CON

Last column: natural (NBO) charge in e.
Atoms and positions in Å:
C1 -0.731 1.212 1.713  -0.51
C2 -0.548 0.234 0.807  0.31
O1 -0.655 -1.095 1.160  -0.70
C3 -0.456 0.462 -0.640  -0.08
C4 -1.244 1.355 -1.266  -0.36
C5 0.715 -0.169 -1.352  -0.11
O2 1.683 -0.597 -0.293  -0.44
N1 1.759 -2.052 -0.215  -0.52
H1 -0.684 2.258 1.431  0.22
H2 -0.974 1.000 2.747  0.19
H3 -0.742 -1.138 2.127  0.48
H4 -1.117 1.570 -2.322  0.20
H5 -2.049 1.863 -0.744  0.21
H6 0.391 -1.036 -1.939  0.21
H7 1.238 0.564 -1.975  0.21
H8 0.897 -2.252 0.306  0.35
H9 2.516 -2.179 0.455  0.34


Last place for stability: 2


--- 1 ---
One molecule with the formula C5H9NO2. Source: the Open Molecules 2025 dataset; level of theory: ωB97M-V/def2-TZVPD.

Values from the calculation:
HOMO energy, hartree: -0.3430
Total charge: 0
Orbital gap, Eh: 0.3676
SMILES string: CN[C@@H](C=O)CC=O

Last column: natural (NBO) charge in e.
Atoms and positions in Å:
C1 2.045 0.679 -0.919  -0.42
N1 1.321 0.466 0.336  -0.63
C2 0.123 -0.349 0.271  -0.15
C3 -0.093 -1.013 1.617  0.44
O1 -1.019 -1.744 1.855  -0.52
C4 -1.148 0.430 -0.182  -0.52
C5 -2.343 -0.449 -0.427  0.43
O2 -2.715 -0.735 -1.535  -0.52
H1 1.985 -0.254 -1.488  0.20
H2 1.732 1.547 -1.486  0.18
H3 3.121 0.690 -0.704  0.20
H4 1.140 1.367 0.775  0.36
H5 0.323 -1.115 -0.479  0.23
H6 0.660 -0.792 2.395  0.12
H7 -1.380 1.155 0.612  0.21
H8 -0.864 0.955 -1.093  0.23
H9 -2.886 -0.836 0.453  0.13


--- 2 ---
C5H9NO2 as an isolated structure. Source: the Open Molecules 2025 dataset; level of theory: ωB97M-V/def2-TZVPD.

Values from the calculation:
HOMO energy, hartree: -0.3239
Total charge: 0
Orbital gap, Eh: 0.3460

Last column: natural (NBO) charge in e.
Atoms and positions in Å:
C1 -0.655 2.459 0.336  -0.28
C2 -0.198 0.209 0.852  0.56
C3 -0.478 0.024 -0.460  -0.54
C4 -0.088 -0.999 -1.340  0.48
C5 0.824 -2.068 -0.896  -0.71
H1 -1.703 2.269 -0.154  0.20
H2 -0.771 3.655 0.718  0.21
H3 0.208 2.338 -0.386  0.20
H4 0.633 -0.172 2.857  0.44
H5 0.131 -1.527 1.675  0.41
H6 -0.757 0.956 -1.171  0.27
H7 1.509 -2.449 -1.812  0.25
H8 1.491 -1.514 -0.259  0.22
H9 0.120 -3.185 -0.563  0.23
N1 0.387 -0.559 1.819  -0.83
O1 -0.265 1.544 1.339  -0.52
O2 -0.387 -0.980 -2.555  -0.59


--- 3 ---
One molecule with the formula C5H9NO2. Source: the Open Molecules 2025 dataset; level of theory: ωB97M-V/def2-TZVPD.

Values from the calculation:
HOMO energy, hartree: -0.3609
Total charge: 0
Orbital gap, Eh: 0.3847
SMILES string: O=C(O)[C@@H]1CCCN1

Last column: natural (NBO) charge in e.
Atoms and positions in Å:
O1 1.176 2.289 -1.308  -0.59
C1 0.636 1.894 -0.299  0.77
O2 -0.072 2.651 0.520  -0.67
C2 0.792 0.452 0.160  -0.19
C3 0.714 -0.653 -0.900  -0.43
C4 -0.424 -1.543 -0.441  -0.43
C5 -1.233 -0.655 0.468  -0.23
N1 -0.272 0.192 1.176  -0.64
H1 -0.513 1.941 1.074  0.51
H2 1.792 0.428 0.592  0.24
H3 0.566 -0.152 -1.912  0.24
H4 1.687 -1.154 -1.051  0.23
H5 -1.088 -1.925 -1.242  0.23
H6 -0.038 -2.364 0.150  0.20
H7 -1.830 0.047 -0.111  0.19
H8 -1.963 -1.145 1.162  0.21
H9 0.072 -0.303 1.959  0.37


Last place for stability: 2


--- 1 ---
A 2-piece molecular cluster, C5H9NO2 overall. Source: the Open Molecules 2025 dataset; level of theory: ωB97M-V/def2-TZVPD.

Values from the calculation:
HOMO energy, hartree: -0.3180
Total charge: 0
Orbital gap, Eh: 0.3361
SMILES string: CC(C)=CO.N=C=O

Last column: natural (NBO) charge in e.
Atoms and positions in Å:
C1 0.842 -0.410 -1.147  -0.62
C2 0.320 0.024 0.184  -0.17
C3 0.843 1.290 0.690  -0.63
C4 0.034 -0.819 1.193  0.23
O1 -0.061 -2.199 1.121  -0.67
H1 0.218 -0.084 -1.967  0.20
H2 0.994 -1.476 -1.117  0.20
H3 1.800 0.015 -1.291  0.22
H4 1.778 0.987 1.091  0.21
H5 0.313 1.854 1.431  0.23
H6 1.170 1.955 -0.044  0.21
H7 -0.170 -0.475 2.177  0.19
H8 -0.082 -2.480 0.217  0.48
N1 -2.048 0.740 -1.262  -0.76
C5 -2.028 0.211 -0.173  0.83
O2 -2.585 -0.085 0.823  -0.54
H9 -1.341 0.950 -1.926  0.40


--- 2 ---
One molecule with the formula C5H9NO2. Source: the Open Molecules 2025 dataset; level of theory: ωB97M-V/def2-TZVPD.

Values from the calculation:
HOMO energy, hartree: -0.3391
Total charge: 0
Orbital gap, Eh: 0.3609
SMILES string: C[C@H](CC=O)C(N)=O

Last column: natural (NBO) charge in e.
Atoms and positions in Å:
C1 -1.162 -0.462 1.100  -0.62
C2 -0.520 -0.555 -0.270  -0.31
C3 0.941 -0.879 -0.672  -0.51
C4 1.662 -0.593 0.620  0.46
O1 1.678 0.413 1.296  -0.54
C5 -0.642 0.829 -1.086  0.69
N1 -0.329 1.923 -0.363  -0.84
O2 -1.129 0.869 -2.192  -0.63
H1 -2.173 -0.069 1.021  0.23
H2 -0.636 0.203 1.779  0.22
H3 -1.197 -1.457 1.541  0.21
H4 -1.138 -1.216 -0.885  0.23
H5 1.003 -1.956 -0.848  0.22
H6 1.485 -0.407 -1.489  0.27
H7 2.508 -1.303 0.709  0.10
H8 0.151 1.834 0.519  0.42
H9 -0.501 2.825 -0.778  0.40


--- 3 ---
One molecule with the formula C5H9NO2. Source: the Open Molecules 2025 dataset; level of theory: ωB97M-V/def2-TZVPD.

Values from the calculation:
HOMO energy, hartree: -0.3049
Total charge: 0
Orbital gap, Eh: 0.3337
SMILES string: C=CCN(C)C(=O)O

Last column: natural (NBO) charge in e.
Atoms and positions in Å:
C1 0.615 -2.083 -1.274  -0.48
C2 0.925 -0.951 -0.645  -0.13
C3 0.646 -0.673 0.932  -0.25
N1 -0.150 0.428 0.371  -0.45
C4 -1.552 0.179 0.067  -0.41
C5 0.317 1.719 0.535  0.88
O1 1.298 2.015 1.168  -0.66
O2 -0.474 2.642 -0.058  -0.70
H1 -0.070 -2.801 -0.851  0.19
H2 1.157 -2.395 -2.152  0.21
H3 1.669 -0.282 -1.054  0.20
H4 1.513 -0.255 1.441  0.25
H5 0.004 -1.413 1.411  0.21
H6 -2.160 1.049 0.300  0.23
H7 -1.951 -0.672 0.619  0.20
H8 -1.642 -0.025 -1.000  0.21
H9 -0.144 3.518 0.188  0.50


Last place for stability: 1


--- 1 ---
A 2-piece molecular cluster, C5H10IN2 overall. Source: the Open Molecules 2025 dataset; level of theory: ωB97M-V/def2-TZVPD.

Values from the calculation:
HOMO energy, hartree: -0.4625
Total charge: +1
Orbital gap, Eh: 0.3392

Last column: natural (NBO) charge in e.
Atoms and positions in Å:
C1 1.686 1.109 -0.117  -0.03
C2 -1.982 -0.722 -0.229  -0.39
C3 -1.133 0.374 0.489  -0.49
C4 -0.705 -1.602 -0.574  -0.24
C5 0.102 -0.239 1.092  0.27
N1 1.957 2.333 -0.128  -0.75
N2 0.342 -1.390 0.451  -0.51
I1 2.805 -0.269 -1.206  0.19
H1 -2.589 -1.256 0.469  0.22
H2 -2.601 -0.424 -1.106  0.26
H3 -0.797 1.069 -0.199  0.24
H4 -1.566 0.972 1.185  0.24
H5 -0.869 -2.678 -0.696  0.24
H6 -0.265 -1.238 -1.618  0.21
H7 0.591 0.171 1.993  0.26
H8 2.597 2.785 -0.810  0.40
H9 1.096 -2.047 0.635  0.45
H10 1.329 3.051 0.369  0.43


--- 2 ---
An isolated ion of composition C5H10IN2 and charge +1. Source: the Open Molecules 2025 dataset; level of theory: ωB97M-V/def2-TZVPD.

Values from the calculation:
HOMO energy, hartree: -0.4790
Total charge: +1
Orbital gap, Eh: 0.3218
SMILES string: CC1(C)N=C(I)C[NH2+]1

Last column: natural (NBO) charge in e.
Atoms and positions in Å:
C1 -0.208 0.710 1.469  -0.64
C2 0.329 0.628 0.016  0.28
C3 -0.630 1.194 -1.066  -0.66
N1 1.600 1.071 -0.035  -0.40
C4 2.551 -0.088 -0.280  -0.01
I1 4.486 0.291 -0.050  0.44
C5 1.786 -1.341 -0.529  -0.37
N2 0.419 -0.956 -0.221  -0.58
H1 -0.059 1.735 2.073  0.29
H2 0.432 0.042 2.064  0.21
H3 -1.170 0.319 1.495  0.22
H4 -0.260 1.155 -2.110  0.25
H5 -0.615 2.332 -0.860  0.27
H6 -1.594 0.817 -0.874  0.22
H7 1.989 -1.746 -1.604  0.28
H8 2.192 -2.295 0.043  0.28
H9 -0.397 -1.229 -0.843  0.46
H10 0.082 -1.392 0.700  0.45


Last place for stability: 2


--- 1 ---
An isolated ion of composition C3H7IN and charge +1. Source: the Open Molecules 2025 dataset; level of theory: ωB97M-V/def2-TZVPD.

Values from the calculation:
HOMO energy (alpha / beta), hartree: -0.4859 / -0.5006
Total charge: +1
Orbital gap (alpha / beta), Eh: 0.2989 / 0.2991

Last column: natural (NBO) charge in e.
Atoms and positions in Å:
C1 -0.102 0.692 -0.297  0.08
C2 -0.870 -1.123 -1.781  -0.28
C3 0.131 0.394 1.061  -0.74
N1 0.305 -0.324 -1.260  -0.61
I1 -2.016 -0.520 -3.282  0.42
H1 -0.955 1.246 -0.478  0.21
H2 -1.402 -1.669 -0.980  0.23
H3 0.326 1.356 1.485  0.28
H4 1.054 -0.141 1.281  0.23
H5 -0.713 -0.115 1.727  0.27
H6 0.638 0.208 -2.026  0.44
H7 1.240 -0.776 -0.852  0.47


--- 2 ---
A 2-piece molecular cluster, C3H7IN overall. Source: the Open Molecules 2025 dataset; level of theory: ωB97M-V/def2-TZVPD.

Values from the calculation:
HOMO energy (alpha / beta), hartree: -0.5004 / -0.5005
Total charge: +1
Orbital gap (alpha / beta), Eh: 0.3105 / 0.3105

Last column: natural (NBO) charge in e.
Atoms and positions in Å:
C1 -0.130 1.689 -1.349  -0.26
C2 -0.404 0.924 -0.286  -0.37
C3 0.050 -0.456 0.031  -0.14
N1 0.146 -1.136 1.424  -0.78
I1 1.906 -1.086 -0.938  0.24
H1 -0.471 2.689 -1.331  0.23
H2 0.683 1.646 -2.162  0.24
H3 -1.174 1.249 0.322  0.23
H4 -1.216 -1.551 -0.830  0.22
H5 -0.843 -1.255 1.820  0.47
H6 0.694 -2.045 1.161  0.48
H7 0.758 -0.669 2.140  0.45


Last place for stability: 2